Here is 2 unconnected molecules or ions with the total composition C2H8N2S from the OMol25 dataset. Energies are from the ωB97M-V functional and the def2-TZVPD basis.

Its energy above the lowest of the compared OMol25 structures with the same formula, charge and spin is 34.7 kcal per mole. As for the energy: -16017.2918 eV. The frontier orbital gap is 5.281 eV. The value obtained for the largest force on an atom is 1.16 eV/Å. As for the net charge: 0. The calculation puts the LUMO energy at -0.366 eV.

Positions of all 13 atoms, in Å:
C1 -2.8814 -0.7456 1.5101
S1 -2.2280 0.2898 0.1428
H1 -2.9204 -1.7816 1.1693
H2 -2.2681 -0.6382 2.4005
H3 -3.9172 -0.5020 1.7556
N1 1.4518 0.2569 0.2136
C2 1.3883 0.3732 -1.0744
N2 2.4376 0.6459 -1.8177
H4 2.2555 0.4471 0.7894
H5 0.5439 0.2089 0.7039
H6 0.3831 0.1937 -1.4635
H7 2.3563 0.6164 -2.8191
H8 3.3986 0.6353 -1.5106

***

Here is a molecular structure, C17H11Br4IrN3O4S2 from the OMol25 dataset. Energies are from the ωB97M-V functional and the def2-TZVPD basis.

Its expectation value of S² is 6.03. As for the energy: -335147.8049 eV. The frontier orbital gap (spin up / spin down) is 6.220 / 5.606 eV. The value obtained for the largest force on an atom is 1.01 eV/Å. As for the net charge: -1. The calculation puts the LUMO energy (spin up / spin down) at 2.055 / 0.733 eV. The multiplicity is 5.

Positions of all 42 atoms, in Å:
Ir1 0.4064 -0.5258 0.4568
O1 3.3695 0.8867 -1.8576
C1 2.8076 -0.0343 -1.2804
O2 1.5520 -0.3251 -1.4121
C2 3.6945 -0.9986 -0.4658
C3 4.9940 -1.1169 -0.9805
C4 5.9398 -1.9701 -0.4384
C5 5.6039 -2.7350 0.6744
C6 4.3339 -2.6242 1.2124
C7 3.3600 -1.7716 0.6656
S1 1.7964 -1.8172 1.5350
H1 5.2366 -0.4955 -1.8339
H2 6.9315 -2.0342 -0.8766
H3 6.3269 -3.4073 1.1230
H4 4.0620 -3.2081 2.0859
Br1 -2.6348 5.9783 -0.3704
C8 -1.3985 4.6491 0.1306
C9 -0.0798 5.0176 0.5364
Br2 0.4066 6.8439 0.6034
C10 0.8364 4.0489 0.8681
Br3 2.5995 4.4607 1.3837
C11 0.5057 2.6464 0.8281
O3 1.3233 1.7572 1.0840
C12 -0.8842 2.2778 0.4607
O4 -1.2200 1.0709 0.4833
C13 -1.7766 3.3163 0.0954
Br4 -3.4984 2.7748 -0.4791
C14 -5.7657 -1.7817 1.0481
C15 -4.7533 -2.7751 0.4577
C16 -3.5766 -2.0997 -0.1703
N1 -2.3539 -2.3177 0.1673
N2 -1.4574 -1.5397 -0.5262
C17 -2.0064 -0.7607 -1.4116
N3 -1.3061 0.0042 -2.2980
S2 -3.7345 -0.9010 -1.4382
H5 -6.5961 -2.3090 1.5215
H6 -6.1765 -1.1340 0.2702
H7 -5.2871 -1.1474 1.7963
H8 -5.2482 -3.4110 -0.2796
H9 -4.3528 -3.4244 1.2344
H10 -0.2921 0.0071 -2.1538
H11 -1.6873 0.9251 -2.4499

***

Here is C6H11N in the gas phase from the OMol25 dataset. Energies are from the ωB97M-V functional and the def2-TZVPD basis.

Its energy above the lowest of the compared OMol25 structures with the same formula, charge and spin is 50.4 kcal per mole. As for the energy: -7888.3455 eV. The frontier orbital gap is 9.591 eV. The value obtained for the largest force on an atom is 4.09 eV/Å. As for the net charge: 0. The calculation puts the LUMO energy at 1.049 eV.

Positions of all 18 atoms, in Å:
C1 1.7997 0.3426 0.0573
C2 0.7339 -1.6731 0.0435
C3 0.4876 0.9247 0.3731
C4 -0.4342 -0.8349 -0.4269
C5 0.0251 2.2205 -0.2126
C6 -1.8017 -1.0403 0.1284
N1 1.9631 -0.9033 -0.0742
H1 2.6666 0.9762 -0.0759
H2 0.5975 -1.9595 1.0930
H3 0.8738 -2.5877 -0.5444
H4 0.2319 0.7894 1.4185
H5 -0.4021 -0.6350 -1.4917
H6 0.6898 3.0275 0.1053
H7 -0.9821 2.4470 0.1354
H8 0.0229 2.2013 -1.3018
H9 -2.2193 -1.9720 -0.2649
H10 -2.4576 -0.2288 -0.1764
H11 -1.7948 -1.0948 1.2142

***

Here is 2 unconnected molecules or ions with the total composition CH4S3 from the OMol25 dataset. Energies are from the ωB97M-V functional and the def2-TZVPD basis.

Its energy above the lowest of the compared OMol25 structures with the same formula, charge and spin is 52.5 kcal per mole. As for the energy: -33605.2228 eV. The frontier orbital gap (spin up / spin down) is 7.581 / 5.669 eV. The value obtained for the largest force on an atom is 1.91 eV/Å. As for the net charge: 0. The calculation puts the LUMO energy (spin up / spin down) at -1.423 / -2.779 eV.

Positions of all 8 atoms, in Å:
C1 0.6448 -0.4589 0.4629
S1 -2.1880 -0.5390 -1.5654
S2 0.9665 1.3443 0.2425
S3 0.9231 1.9564 2.0683
H1 0.6949 -0.5744 1.5310
H2 1.6341 -0.8026 0.0909
H3 -0.1845 -0.9666 -0.0761
H4 -2.4909 0.0407 -2.7541

***

Here is 3 unconnected molecules or ions with the total composition C16H37FN3O13P3 from the OMol25 dataset. Energies are from the ωB97M-V functional and the def2-TZVPD basis.

As for the energy: -78854.2216 eV. The frontier orbital gap is 1.559 eV. The value obtained for the largest force on an atom is 8.15 eV/Å. As for the net charge: -2. The calculation puts the LUMO energy at 1.442 eV.

Positions of all 73 atoms, in Å:
N1 4.2989 -5.3381 0.7149
C1 4.8483 -4.2829 0.1309
N2 5.2964 -4.3516 -1.2810
N3 4.9614 -3.0711 0.9347
C2 5.7225 -1.9825 0.2508
C3 4.6633 -1.1012 -0.6209
C4 3.2470 -0.9039 0.1270
C5 2.0571 -1.7734 -0.5128
P1 0.4545 -1.4497 0.5197
C6 0.8373 -3.0185 1.6318
O1 0.7034 -4.1678 1.0812
O2 1.2732 -2.8979 2.9429
O3 -0.8696 -0.8689 1.5338
C7 -2.0168 -0.9549 0.6597
C8 -1.9343 -2.4841 0.1043
C9 -3.0969 -2.8983 -0.9286
C10 -4.2368 -3.8114 -0.2253
O4 -4.3046 -3.9674 0.9999
F1 -5.2185 -4.4347 -1.0617
O5 -0.5645 -2.5517 -0.4078
H1 4.2526 -6.1375 0.0666
H2 5.2275 -5.3261 -1.6106
H3 4.6236 -3.8289 -1.8672
H4 5.2936 -3.2613 1.8861
H5 6.0840 -1.2637 1.0822
H6 6.6182 -2.3362 -0.3604
H7 4.5715 -1.4998 -1.6859
H8 5.1551 -0.0577 -0.7064
H9 2.9611 0.2140 -0.0215
H10 3.3565 -1.0400 1.2641
H11 2.3009 -2.8838 -0.6406
H12 1.8715 -1.3681 -1.5820
H13 1.2435 -0.5556 1.3574
H14 0.2772 -0.3369 -0.3851
H15 -2.0215 -0.2004 -0.1996
H16 -2.9302 -0.7136 1.3207
H17 -1.9093 -3.0846 1.0857
H18 -3.6475 -1.9703 -1.3101
H19 -2.6818 -3.5180 -1.7905
C11 1.3654 4.2328 -1.3531
O6 2.7217 3.8419 -1.5172
P2 2.9414 2.6203 -2.7261
O7 2.8933 1.5050 -1.6918
O8 4.5038 3.1187 -2.9337
C12 4.7474 4.5082 -3.1026
O9 3.1163 1.4828 -4.0139
C13 3.3285 2.0349 -5.3029
H20 1.3095 4.9805 -0.5604
H21 0.9928 4.6714 -2.2814
H22 0.7521 3.3697 -1.0786
H23 5.0355 4.9451 -2.1444
H24 3.8678 5.0261 -3.4955
H25 5.5705 4.6377 -3.8091
H26 4.3828 2.2970 -5.4295
H27 2.7052 2.9226 -5.4511
H28 3.0603 1.2871 -6.0519
C14 -5.9596 -0.2049 2.1164
O10 -5.3592 1.0263 2.4984
P3 -6.3280 2.4083 2.1174
O11 -5.6064 2.6328 0.7966
O12 -5.5735 3.2580 3.3143
C15 -5.4510 2.6503 4.5950
O13 -7.3895 3.7372 1.8205
C16 -8.2782 4.0682 2.8767
H29 -5.2791 -1.0200 2.3658
H30 -6.8945 -0.3423 2.6640
H31 -6.1545 -0.2133 1.0399
H32 -4.4636 2.1949 4.6871
H33 -6.2238 1.8937 4.7569
H34 -5.5547 3.4215 5.3615
H35 -7.7636 4.6825 3.6206
H36 -8.6705 3.1630 3.3505
H37 -9.1123 4.6404 2.4654

***

The lowest largest force on an atom belongs to which entry? C17H11Br4IrN3O4S2